Entry from the OMol25 dataset: a molecular structure, C40H53N4O4PPtS2Se2 (ωB97M-V/def2-TZVPD).

CARTESIAN COORDINATES (ANGSTROEM)
Pt  0.5812  0.8785  -0.3686
Se  -0.6827  3.4914  -2.4529
Se  0.9625  3.2976  -0.7820
S  0.6859  -1.4230  -0.6225
S  0.2066  -0.0109  2.3982
P  3.9658  0.8715  -0.6466
O  -1.7129  6.8562  1.3828
O  -1.5623  1.0519  -0.0148
O  -2.8138  4.2032  2.0825
O  -2.2483  -0.6399  -1.3155
N  -4.3449  -1.9865  -0.4987
N  -2.4513  -6.4225  0.7326
N  -3.4746  -4.5338  4.2777
N  2.4889  1.0158  -1.0559
C  4.5553  -0.9289  -0.4068
C  3.9941  -1.4111  0.9417
C  -2.1364  -5.3398  0.9754
C  -5.5144  -5.9301  0.2673
C  3.9049  -1.7929  -1.5046
C  -1.6848  -4.0196  1.2857
C  4.9883  1.5945  -2.0892
C  4.9278  0.6157  -3.2704
C  -4.6861  -0.8404  0.1954
C  -5.2325  -3.6743  1.0349
C  -1.4207  -2.1497  2.7870
C  -1.9713  -3.3928  2.5102
C  -2.4202  0.1911  -0.4163
C  -5.6101  -4.9824  1.2727
C  -2.0194  4.0064  -1.0964
C  -4.6603  -4.2514  -1.2441
C  -6.2833  0.4437  1.4961
C  -4.1402  1.3628  0.9982
C  4.4593  3.3322  0.6398
C  4.4910  1.8257  0.9365
C  3.4084  1.5871  1.9989
C  0.0867  4.9462  -0.1231
C  -1.5639  3.9640  1.4472
C  -5.3754  1.4864  1.6134
C  -5.9440  -0.7018  0.7998
C  -3.7751  0.2401  0.2695
C  -0.8921  -3.3367  0.3668
C  5.8599  1.5059  1.5477
C  -4.8317  -6.6349  -2.0339
C  -0.3318  -2.0918  0.6326
C  -4.1059  -3.8666  -2.5898
C  -4.7749  -3.2874  -0.2268
C  -5.0186  -5.5756  -0.9809
C  -1.3995  4.7438  0.1228
C  -0.5493  -1.4760  1.9077
C  6.4630  1.8960  -1.7990
C  4.3060  2.8757  -2.5857
C  -2.8109  -4.0249  3.4852
C  -2.0846  6.1104  0.2215
C  6.0636  -1.2088  -0.4271
H  3.9040  0.2862  -3.4488
H  6.2127  -2.2697  -0.1945
H  4.5397  -0.9928  1.7868
H  -3.1635  5.9750  0.2931
H  6.5915  2.7175  -1.0961
H  -4.6203  -4.3940  -3.3951
H  4.1021  -2.4994  0.9914
H  -7.2644  0.5148  1.9534
H  4.5084  -1.8266  -2.4104
H  7.0032  1.0324  -1.4138
H  -3.0420  -4.1135  -2.6644
H  -0.7515  6.8687  1.4311
H  -2.5216  3.0966  -0.7785
H  2.9097  -1.4363  -1.7564
H  4.7673  3.1725  -3.5348
H  6.5040  -1.0336  -1.4093
H  6.6227  -0.6324  0.3085
H  0.2501  5.6185  -0.9670
H  3.8053  -2.8177  -1.1361
H  -1.8711  6.6838  -0.6891
H  -0.6977  -3.7950  -0.5956
H  5.9048  0.4960  1.9511
H  3.4676  0.6082  2.4653
H  -3.4275  2.1632  1.0942
H  2.4052  1.6685  1.5825
H  3.5313  3.6206  0.1463
H  -0.7470  4.2372  2.1257
H  5.2885  1.1303  -4.1679
H  -3.4597  -1.8531  -0.9980
H  -2.7310  4.6448  -1.6240
H  -6.6583  -1.5087  0.7093
H  -5.7618  -6.9660  0.4683
H  4.4043  3.7097  -1.8943
H  5.2948  3.6662  0.0258
H  -1.6404  -1.6801  3.7365
H  6.0316  2.1937  2.3847
H  -4.2003  -2.7965  -2.7650
H  -5.4910  -6.4757  -2.8927
H  -5.9266  -5.2697  2.2678
H  0.6362  5.3223  0.7449
H  -5.0400  -7.6216  -1.6209
H  -3.8048  -6.6378  -2.4047
H  -2.8050  5.1228  2.3702
H  3.5193  2.3385  2.7897
H  6.9467  2.1951  -2.7366
H  -1.4799  2.8926  1.2610
H  -5.2445  -2.9555  1.8422
H  2.9322  -1.1799  1.0442
H  -5.6120  2.3815  2.1746
H  3.2456  2.6892  -2.7461
H  6.6833  1.6349  0.8442
H  4.5176  3.8714  1.5914
H  5.5612  -0.2563  -3.1205

**Energy above the lowest of the compared OMol25 structures with the same formula, charge and spin**: 65.99 kcal/mol
**Charge**: -2
**Kohn-Sham gap**: 4.61 eV
**Highest occupied orbital energy**: -0.0380 Ha
**Lowest unoccupied orbital energy**: 0.131 Ha

Results of the Mulliken charge analysis, in e, for atoms 1 through 8:
1. Pt 0.69
2. Se -0.23
3. Se 0.10
4. S -0.72
5. S -0.38
6. P 0.59
7. O -0.58
8. O 0.13